[1]
C30H25AsBrGeNO6OsS | wB97M-V/def2-TZVPD

Geometry as XYZ:
```
67
Properties=species:S:1:pos:R:3
Os -0.811 0.746 1.621
O 2.827 -0.426 3.414
As 1.484 0.670 3.757
O 1.375 1.033 5.324
O 0.183 -0.213 3.063
C 2.098 2.143 2.585
C 3.481 2.133 2.400
C 4.133 3.117 1.669
C 3.418 4.164 1.115
C 2.047 4.215 1.303
C 1.392 3.221 2.017
S -0.387 3.404 2.054
O -0.716 4.773 2.231
O -0.814 2.432 3.077
O -0.902 2.797 0.767
H 2.883 -1.076 4.125
H 4.064 1.333 2.829
H 5.207 3.060 1.548
H 3.915 4.940 0.548
H 1.467 5.035 0.898
Br 3.233 1.884 -2.234
C 2.357 0.582 -1.193
C 2.798 -0.732 -1.166
C 2.126 -1.614 -0.336
C 1.054 -1.172 0.414
N 0.637 0.096 0.364
C 1.283 0.969 -0.423
H 3.647 -1.044 -1.758
H 2.428 -2.648 -0.251
H 0.517 -1.823 1.088
H 0.924 1.987 -0.416
C -2.027 -0.364 0.807
Ge -2.350 -1.029 -1.015
C -2.150 -2.982 -1.017
C -3.201 -3.778 -0.560
C -3.067 -5.156 -0.459
C -1.876 -5.767 -0.825
C -0.823 -4.992 -1.292
C -0.962 -3.614 -1.385
C -4.209 -0.602 -1.415
C -4.874 0.430 -0.758
C -6.182 0.759 -1.095
C -6.840 0.054 -2.091
C -6.190 -0.981 -2.752
C -4.883 -1.304 -2.415
C -1.239 -0.167 -2.369
C -1.113 1.224 -2.340
C -0.397 1.899 -3.317
C 0.209 1.190 -4.347
C 0.076 -0.189 -4.402
C -0.652 -0.861 -3.425
H -2.850 -0.643 1.488
H -4.143 -3.318 -0.281
H -3.894 -5.754 -0.097
H -1.771 -6.843 -0.754
H 0.106 -5.463 -1.592
H -0.129 -3.029 -1.756
H -4.374 0.991 0.023
H -6.685 1.566 -0.577
H -7.859 0.310 -2.353
H -6.701 -1.534 -3.530
H -4.388 -2.116 -2.939
H -1.575 1.797 -1.543
H -0.308 2.978 -3.271
H 0.781 1.713 -5.104
H 0.529 -0.747 -5.212
H -0.764 -1.937 -3.504
```

multiplicity = 1
orbital gap = 7.561 eV

[2]
C4H3N3O | wB97M-V/def2-TZVPD

Geometry as XYZ:
```
11
Properties=species:S:1:pos:R:3
C -0.123 0.620 -1.017
C -0.873 -0.756 -0.625
C -0.347 -0.254 1.557
C 1.216 0.353 -0.572
H -1.562 -1.183 -1.446
H -1.293 0.199 2.362
H 1.915 0.328 -1.484
N -0.905 -0.931 0.614
N 0.792 0.202 1.805
N 1.626 -0.038 0.611
O -0.446 1.460 -1.805
```

multiplicity = 1
energy above the lowest of the compared OMol25 structures with the same formula, charge and spin = 102.1 kcal per mole
orbital gap = 8.826 eV
SMILES = O=c1cncnnc1

[3]
C2H4S | wB97M-V/def2-TZVPD

Geometry as XYZ:
```
7
Properties=species:S:1:pos:R:3
C 0.134 -0.800 -0.069
C 0.046 0.700 -0.053
H 0.543 -1.164 0.893
H 0.450 -1.412 -0.754
H 0.035 1.300 0.831
H 0.291 1.489 -0.809
S -1.497 -0.114 -0.039
```

multiplicity = 1
energy above the lowest of the compared OMol25 structures with the same formula, charge and spin = 21.4 kcal per mole
orbital gap = 9.724 eV
SMILES = C1CS1

| no. | HOMO (Ha) |
| --- | --- |
| 1 | -0.2930 |
| 2 | -0.3670 |
| 3 | -0.3189 |